This record from the Open Molecules 2025 dataset describes a cluster of 2 separate species, C10H29FNO3P2 in total. The level of theory is the ωB97M-V functional and the def2-TZVPD basis.

Structure (ORCA input):
```
! wB97M-V def2-TZVPD RIJCOSX def2/J DEFGRID3
* xyz 1 1
C -2.3175 1.5543 -1.1794
C -3.2484 1.9736 -2.3215
O -4.2386 1.0005 -2.6640
P -5.3437 0.5972 -1.5655
F -4.6145 -0.8562 -1.3544
P -6.4078 2.5614 -1.7657
O -6.6454 2.9647 -3.1654
H -2.6709 0.7050 -0.6114
H -2.1496 2.4042 -0.5307
H -1.3471 1.2835 -1.5787
H -2.6587 2.0981 -3.2179
H -3.6821 2.9477 -2.1207
H -6.4750 -0.0554 -2.0601
H -5.2379 0.7578 -0.1650
H -7.5711 2.4358 -0.9692
H -5.6420 3.5047 -1.0350
C 2.8722 1.5179 0.6444
C 3.3701 0.1218 0.9535
N 2.4990 -0.6841 1.8921
C 2.4203 0.0478 3.1997
C 3.1893 -1.9928 2.2177
C 3.4116 -2.9852 1.0879
C 1.0649 -0.8587 1.4361
C 0.7760 -1.4396 0.0660
O 1.2933 -0.6221 -0.9580
C 1.6246 -1.3114 -2.1637
H 2.8737 2.1652 1.5201
H 3.5527 1.9634 -0.0790
H 1.8818 1.5205 0.1981
H 4.3430 0.1732 1.4444
H 3.4883 -0.4540 0.0445
H 3.4306 0.2311 3.5542
H 1.8794 -0.5731 3.9080
H 1.8899 0.9816 3.0582
H 2.6023 -2.4540 3.0103
H 4.1485 -1.6982 2.6398
H 2.5360 -3.6025 0.9085
H 4.2052 -3.6662 1.3921
H 3.7256 -2.5239 0.1545
H 0.6175 0.1306 1.4991
H 0.5988 -1.4899 2.1924
H -0.3165 -1.4737 -0.0293
H 1.1259 -2.4655 -0.0284
H 1.1419 -2.2868 -2.2212
H 2.7092 -1.4420 -2.2329
H 1.2951 -0.7063 -3.0049
*
```

E_HOMO ... -10.85 eV
Lowest unoccupied orbital energy ... -2.5061 eV
Orbital gap ... 8.35 eV

Here are the Mulliken charges for atoms 1 to 6, given in e:
1 C -0.77
2 C -0.42
3 O -0.29
4 P 0.44
5 F -0.34
6 P 0.21

***

This record from the Open Molecules 2025 dataset describes a cluster of 5 separate species, C10H29O4 in total. The level of theory is the ωB97M-V functional and the def2-TZVPD basis.

Structure (ORCA input):
```
! wB97M-V def2-TZVPD RIJCOSX def2/J DEFGRID3
* xyz -1 1
C 4.4021 -4.4238 0.4278
C 2.9071 -4.2745 0.1419
H 4.9550 -3.6333 -0.1027
H 4.7964 -5.3602 0.0040
H 2.2355 -4.4084 1.0104
H 2.6540 -3.2671 -0.2271
H 2.4950 -4.9787 -0.6164
C -0.5054 -0.7048 -1.8510
C -0.1733 -1.7061 -0.7721
O 0.7725 -1.1429 0.1356
H 0.3669 -0.4094 -2.4320
H -1.2817 -1.0331 -2.5449
H -0.8990 0.1832 -1.3486
H 0.2784 -2.6265 -1.1379
H -1.0950 -1.9667 -0.2424
H 0.3834 -0.3507 0.5271
C -2.7421 3.6714 -0.4804
C -2.4050 2.5668 -1.4603
O -3.2778 1.4397 -1.3469
H -2.7195 3.2844 0.5379
H -2.0223 4.4874 -0.5630
H -3.7359 4.0824 -0.6803
H -1.4145 2.1653 -1.2506
H -2.3936 2.9440 -2.4878
H -4.1780 1.7297 -1.5264
C -2.1671 -1.0019 2.3283
C -2.8101 0.3694 2.3996
O -2.4637 1.2147 1.3063
H -1.0834 -0.9047 2.2628
H -2.4017 -1.6054 3.2058
H -2.5176 -1.5447 1.4486
H -2.4565 0.9075 3.2802
H -3.8997 0.2842 2.4869
H -2.8088 0.8528 0.4776
C 3.4160 1.6471 0.5730
C 2.4197 2.1036 -0.4770
O 2.2023 1.1300 -1.4822
H 4.3677 1.3940 0.1062
H 3.5829 2.4302 1.3157
H 3.0546 0.7571 1.0921
H 2.7908 2.9865 -1.0018
H 1.4734 2.3899 0.0053
H 1.8982 0.3212 -1.0412
*
```

E_HOMO ... -0.22 eV
Lowest unoccupied orbital energy ... 2.1169 eV
Orbital gap ... 2.34 eV

Here are the Mulliken charges for atoms 1 to 6, given in e:
1 C -0.44
2 C -0.48
3 H -0.20
4 H -0.17
5 H 0.17
6 H -0.12